# 1
86
Properties=species:S:1:pos:R:3:lowdin_charge:R:1 method="wB97M-V/def2-TZVPD" homo_lumo_gap_ev=5.3272 homo_energy_ha=-0.1519 total_charge=-1 mol_weight_g_mol=584.6 multiplicity=1
C -1.886 -1.151 1.444 -0.0474
C -1.044 0.035 0.947 -0.3545
F -1.656 1.273 1.200 -0.0529
C -0.591 -0.114 -0.533 -0.1639
N 0.763 -0.667 -0.540 0.0087
C 1.796 0.270 -0.991 -0.4148
C 1.721 1.674 -0.340 0.0052
C 3.161 -0.365 -0.553 -0.1465
C 3.253 -0.714 0.962 -0.1780
C 4.109 0.296 1.805 -0.1900
C 3.386 0.823 3.059 -0.2684
O 2.048 1.248 2.808 -0.0883
C 1.846 0.328 -2.549 -0.6696
O 0.878 0.780 -3.228 -0.0883
O 2.841 -0.128 -3.170 -0.0703
H -1.668 -2.022 0.818 0.0749
H -2.960 -0.938 1.489 0.0670
H -1.582 -1.438 2.460 0.0711
H -0.121 0.014 1.539 0.1114
H -1.272 -0.846 -0.994 0.1136
H -0.707 0.810 -1.109 0.1164
H 0.794 -1.533 -1.059 0.1244
H 1.007 1.754 0.482 0.0641
H 1.552 2.406 -1.138 0.0842
H 2.706 1.912 0.077 0.0636
H 3.985 0.308 -0.816 0.1099
H 3.311 -1.295 -1.108 0.1028
H 3.735 -1.694 1.079 0.0946
H 2.280 -0.799 1.454 0.0861
H 5.044 -0.221 2.064 0.1004
H 4.415 1.159 1.196 0.0921
H 3.343 0.075 3.859 0.1109
H 3.971 1.689 3.412 0.1076
H 2.105 2.161 2.512 0.0780
O 3.896 3.976 -6.872 -0.2181
P 2.760 4.878 -6.530 0.5644
O 3.494 6.327 -6.282 -0.2082
C 4.006 7.034 -7.404 -0.3004
C 2.904 7.617 -8.274 -0.0908
O 2.472 4.440 -4.988 -0.2176
C 2.951 3.187 -4.462 -0.2722
C 4.287 3.361 -3.769 -0.0708
O 1.252 5.564 -6.592 -0.2075
C 0.187 4.765 -7.153 -0.2770
C -0.140 3.543 -6.311 -0.0719
H 4.658 6.377 -7.990 0.1087
H 4.624 7.841 -7.007 0.1136
H 2.325 6.827 -8.758 0.0638
H 3.324 8.255 -9.053 0.0720
H 2.208 8.203 -7.674 0.0795
H 3.003 2.435 -5.246 0.1081
H 2.212 2.833 -3.744 0.0960
H 4.987 3.943 -4.372 0.0658
H 4.728 2.389 -3.549 0.0760
H 4.159 3.904 -2.829 0.0702
H 0.456 4.468 -8.172 0.1086
H -0.687 5.413 -7.221 0.1121
H 0.672 2.813 -6.335 0.0778
H -1.040 3.054 -6.685 0.0799
H -0.292 3.820 -5.269 0.0912
O -5.624 -5.770 4.461 -0.2200
P -4.700 -5.007 5.348 0.5680
O -4.000 -3.928 4.349 -0.1976
C -4.774 -2.825 3.871 -0.2734
C -5.049 -1.808 4.963 -0.0802
O -3.470 -6.089 5.486 -0.2206
C -3.661 -7.464 5.158 -0.3070
C -3.258 -7.747 3.723 -0.0735
O -4.150 -4.242 6.708 -0.1976
C -4.775 -4.577 7.965 -0.2703
C -4.517 -6.013 8.387 -0.0803
H -5.707 -3.189 3.430 0.1125
H -4.195 -2.360 3.074 0.1006
H -5.705 -2.224 5.734 0.0630
H -5.531 -0.920 4.551 0.0794
H -4.123 -1.511 5.456 0.0840
H -4.692 -7.765 5.347 0.0982
H -3.032 -8.044 5.836 0.1138
H -3.673 -7.013 3.034 0.0758
H -3.586 -8.743 3.420 0.0751
H -2.172 -7.697 3.619 0.0762
H -5.849 -4.384 7.898 0.1131
H -4.365 -3.895 8.709 0.1182
H -5.033 -6.717 7.729 0.0696
H -4.875 -6.180 9.404 0.0791
H -3.454 -6.243 8.341 0.0862

***

# 2
79
Properties=species:S:1:pos:R:3:lowdin_charge:R:1 method="wB97M-V/def2-TZVPD" homo_lumo_gap_ev="5.8168 / 6.1349" homo_energy_ha="-0.5492 / -0.5551" total_charge=+3 mol_weight_g_mol=687.0 multiplicity=1
Tl 3.130 -2.255 -0.983 0.9964
P -2.573 1.139 -2.453 0.6462
P -0.105 -2.868 -0.629 0.7120
P 1.967 1.762 -0.221 0.7837
H 6.559 -5.399 0.348 0.0716
C 6.913 -4.624 1.026 -0.0792
C 6.467 -4.484 2.268 -0.0609
H 5.690 -5.112 2.702 0.0715
C -0.922 0.741 -3.002 -0.1887
C -3.799 0.046 -3.139 -0.1823
C -2.993 2.864 -2.683 -0.1798
C 0.506 -4.312 0.367 -0.2985
C -1.908 -3.087 -0.303 -0.2961
C -0.034 -3.714 -2.272 -0.3118
C 3.307 1.988 1.030 -0.2994
C 0.919 3.199 0.290 -0.3067
C 2.812 2.596 -1.640 -0.2978
H 7.839 -4.094 0.709 0.0864
H 7.035 -3.900 3.020 0.0825
H -0.902 0.884 -4.088 0.0948
H -0.662 -0.297 -2.760 0.0550
H -0.175 1.397 -2.541 0.0523
H -4.459 0.608 -3.811 0.0874
H -4.394 -0.450 -2.361 0.0720
H -3.263 -0.695 -3.747 0.0830
H -2.898 3.081 -3.761 0.0947
H -2.277 3.495 -2.129 0.0828
H -4.025 3.089 -2.359 0.0726
H -0.108 -5.208 0.160 0.0652
H 0.430 -4.039 1.431 0.0505
H 1.567 -4.519 0.147 0.0178
H -2.373 -3.754 -1.042 0.0529
H -2.384 -2.099 -0.366 -0.0366
H -2.074 -3.484 0.707 0.0536
H -0.334 -4.769 -2.190 0.0614
H 0.986 -3.651 -2.678 0.0091
H -0.717 -3.194 -2.958 0.0323
H 3.364 3.033 1.363 0.0526
H 4.280 1.682 0.622 0.0284
H 3.088 1.344 1.895 0.0365
H 1.429 3.811 1.046 0.0455
H -0.008 2.802 0.724 -0.0076
H 0.657 3.824 -0.573 0.0306
H 3.713 3.134 -1.307 0.0545
H 2.122 3.297 -2.130 0.0333
H 3.102 1.818 -2.359 0.0254
C 4.290 -2.207 1.665 -0.4571
C 5.067 -2.517 0.490 -0.2834
C 5.980 -1.597 -0.029 -0.1061
C 6.313 -0.475 0.724 -0.0294
C 5.823 -0.334 2.041 -0.0416
C 4.917 -1.248 2.556 0.0417
O 3.102 -2.619 1.847 0.0004
H 1.664 -0.931 -1.242 -0.1212
H 5.003 -3.509 0.064 0.0585
H 6.397 -1.762 -1.021 0.1314
H 6.964 0.288 0.285 0.1337
H 6.169 0.496 2.666 0.1334
H 4.536 -1.192 3.575 0.1382
C -7.294 2.499 -0.054 -0.0607
C -6.251 1.597 0.574 -0.1886
N -4.979 1.739 -0.173 0.0488
C -3.801 1.527 0.416 -0.5979
S -2.424 0.776 -0.371 0.8630
N -3.607 1.827 1.721 0.0345
C -4.022 3.152 2.288 -0.1979
C -4.236 2.999 3.781 -0.0635
H -6.943 3.535 -0.147 0.0890
H -8.185 2.531 0.579 0.0995
H -7.595 2.136 -1.047 0.0892
H -6.061 1.854 1.620 0.1100
H -6.575 0.543 0.532 0.1457
H -5.022 1.445 -1.152 0.1126
H -2.689 1.531 2.068 0.1384
H -3.240 3.909 2.094 0.1383
H -4.929 3.491 1.777 0.1113
H -3.291 2.761 4.281 0.0889
H -4.629 3.931 4.203 0.1010
H -4.947 2.197 4.016 0.0903

***

# 3
99
Properties=species:S:1:pos:R:3:lowdin_charge:R:1 method="wB97M-V/def2-TZVPD" homo_lumo_gap_ev=5.2181 homo_energy_ha=-0.1268 total_charge=-1 mol_weight_g_mol=753.6 multiplicity=1
C 5.659 -4.460 0.252 -0.1105
C 5.821 -3.893 -1.122 -0.6408
C 4.342 -3.593 -1.688 -0.0659
O 6.594 -2.733 -1.157 -0.2958
H 5.156 -5.426 0.296 0.0484
H 5.216 -3.733 0.932 0.0595
H 6.654 -4.755 0.587 0.0546
H 6.248 -4.759 -1.628 0.0741
H 3.774 -4.521 -1.760 0.0356
H 4.328 -3.170 -2.692 0.0276
H 3.847 -2.920 -0.988 0.0546
C -1.524 -7.511 1.750 -0.0394
O -0.665 -6.450 1.301 -0.0064
C 0.647 -6.625 1.497 -0.6801
O 1.162 -7.617 1.901 0.1406
O 1.253 -5.502 1.330 0.0022
C 2.685 -5.431 1.210 -0.0161
H -1.076 -8.447 1.416 0.0900
H -2.564 -7.444 1.434 0.0904
H -1.563 -7.543 2.839 0.0915
H 3.038 -6.112 0.435 0.0932
H 3.040 -5.751 2.190 0.0911
H 2.936 -4.393 0.996 0.0852
C 1.964 -1.239 -3.753 -0.0398
O 2.661 -0.388 -4.673 -0.0325
C 3.866 -0.698 -5.277 -0.5445
O 4.427 -1.770 -5.095 0.1082
O 4.255 0.333 -6.010 0.0092
C 5.414 0.306 -6.743 -0.0721
H 1.497 -0.615 -2.991 0.0927
H 2.617 -1.939 -3.230 0.0671
H 1.133 -1.806 -4.173 0.0839
H 5.300 -0.455 -7.515 0.1025
H 6.351 0.210 -6.194 0.0943
H 5.501 1.279 -7.225 0.0946
C 4.680 -0.806 1.225 -0.0165
O 5.242 0.434 1.725 -0.0373
C 6.450 0.885 1.310 -0.5594
O 7.173 0.283 0.509 0.1045
O 6.541 2.129 1.793 -0.0071
C 7.770 2.893 1.494 -0.0144
H 3.610 -0.672 1.387 0.0879
H 5.104 -1.664 1.746 0.0891
H 4.772 -0.827 0.139 0.0710
H 8.310 2.578 0.601 0.0869
H 8.463 2.767 2.326 0.0846
H 7.586 3.964 1.412 0.0817
C 5.706 0.112 -2.567 -0.0266
O 6.593 0.987 -3.251 -0.0386
C 7.895 1.098 -2.863 -0.5542
O 8.472 0.413 -2.062 0.1571
O 8.515 2.062 -3.574 -0.0041
C 7.921 2.855 -4.552 -0.0885
H 4.651 0.310 -2.759 0.0947
H 5.892 0.196 -1.496 0.0664
H 6.035 -0.906 -2.775 0.0856
H 8.580 3.644 -4.914 0.0851
H 7.084 3.452 -4.190 0.0942
H 7.650 2.311 -5.457 0.0801
C 5.637 -4.823 -4.754 -0.0391
O 6.746 -5.290 -5.526 0.0030
C 6.887 -6.606 -5.782 -0.6367
O 6.148 -7.513 -5.545 0.1202
O 7.965 -6.764 -6.515 0.0012
C 8.336 -8.095 -7.088 0.0041
H 4.775 -4.648 -5.398 0.1003
H 5.832 -3.894 -4.218 0.0802
H 5.380 -5.447 -3.898 0.0688
H 8.053 -8.895 -6.403 0.0859
H 9.397 -8.165 -7.330 0.0837
H 7.873 -8.350 -8.041 0.0841
C 0.510 -5.302 -2.181 0.0459
N -0.798 -4.569 -2.156 -0.4029
O -0.731 -3.332 -2.285 0.0231
O -1.854 -5.124 -1.871 0.0524
H 1.037 -5.316 -3.135 0.0978
H 0.334 -6.365 -2.015 0.0959
H 1.141 -4.862 -1.409 0.0878
C 9.071 -5.844 -2.618 0.0850
N 8.566 -7.246 -2.241 -0.3716
O 8.993 -8.160 -2.942 0.0407
O 7.667 -7.432 -1.379 0.0057
H 9.391 -5.450 -1.654 0.1016
H 8.235 -5.331 -3.095 0.0919
H 9.950 -5.876 -3.262 0.0942
C 5.167 -8.906 -2.541 0.0652
N 3.816 -8.318 -2.914 -0.4073
O 3.637 -7.095 -2.941 0.0272
O 2.907 -9.084 -3.169 0.0450
H 5.063 -9.968 -2.768 0.0986
H 5.362 -8.662 -1.497 0.0814
H 5.921 -8.373 -3.121 0.0670
C 6.997 -7.518 1.573 0.0236
N 6.214 -7.444 2.829 -0.4168
O 6.870 -7.360 3.878 0.0282
O 4.991 -7.435 2.853 0.0581
H 7.194 -6.460 1.397 0.0757
H 6.389 -7.859 0.734 0.0776
H 7.967 -8.004 1.678 0.1035